[1]
Entry from the Open Molecules 2025 dataset: a cluster of 7 separate species, C43H41BNO29P in total (ωB97M-V with the def2-TZVPD basis set).

The spin multiplicity is 1. As for the HOMO energy: -9.26 eV. For the frontier orbital gap, the calculation gives 0.2667 Ha.

The geometry in XYZ format:
```
116
Properties=species:S:1:pos:R:3:forces:R:3:lowdin_charge:R:1
C 1.95046 -6.58528 5.42345 -0.14 0.06 -0.01 -0.095
C 2.08711 -5.59535 4.24537 -0.09 -0.07 0.24 -0.229
C 0.74659 -5.01239 3.73063 0.49 -0.08 -0.09 -0.168
C 0.66584 -3.48004 3.77452 -0.28 -0.51 -0.19 -0.179
O -0.19819 -2.99552 4.81775 0.09 0.44 0.00 -0.127
N -1.53019 -3.34687 4.49237 0.05 -0.03 0.04 -0.196
P -2.44300 -2.09572 3.77766 -0.11 -0.06 -0.04 0.801
O -3.70941 -1.75481 4.46170 1.14 -0.81 0.53 -0.347
C -2.13323 -3.98684 5.65045 -0.23 -0.15 0.33 -0.500
O -2.21340 -3.46757 6.71307 0.42 -0.09 -0.02 0.206
O -2.59616 -5.23208 5.40538 -0.15 0.39 -0.12 0.187
B -3.55590 -5.37071 4.36364 -0.17 -0.06 -0.28 -0.600
O -3.16034 -5.19733 3.06390 -0.08 -0.62 0.03 0.168
C -5.05317 -5.63458 4.69139 0.63 -0.40 -0.12 -0.114
C -5.64821 -6.78139 3.84387 -0.06 0.25 0.10 -0.096
H 2.52514 -6.25053 6.28914 0.04 -0.13 -0.08 0.068
H 0.91244 -6.66537 5.75826 0.06 0.01 -0.05 0.064
H 2.27682 -7.59110 5.15420 0.04 0.07 0.07 0.066
H 2.59983 -6.08855 3.41597 0.02 0.08 0.07 0.099
H 2.73747 -4.77702 4.56760 -0.04 -0.03 -0.13 0.096
H -0.06997 -5.44285 4.31582 -0.05 0.15 -0.09 0.093
H 0.61962 -5.32946 2.69264 -0.16 0.03 0.10 0.089
H 0.31500 -3.10206 2.81098 0.07 0.11 0.13 0.090
H 1.64563 -3.05057 3.99077 -0.16 0.12 0.07 0.126
H -2.65877 -2.56480 2.47530 0.08 0.10 -0.03 0.036
H -1.48408 -1.07768 3.65800 0.07 -0.08 0.05 0.043
H -2.23473 -5.42737 2.92128 0.12 0.46 0.06 0.107
H -5.52759 -4.67678 4.45734 -0.32 -0.17 0.27 0.083
H -5.14387 -5.85241 5.75704 -0.16 0.20 -0.03 0.112
H -6.53515 -7.19091 4.33206 0.00 0.05 -0.15 0.070
H -4.93825 -7.60198 3.70895 -0.06 0.03 0.03 0.070
H -5.92542 -6.42035 2.85217 0.00 -0.09 0.04 0.075
O 4.34531 -2.29415 -3.19040 0.01 0.04 0.05 0.110
C 3.62630 -2.73340 -2.31408 0.00 -0.10 -0.05 -0.305
C 3.00096 -4.04006 -2.34861 0.03 0.00 -0.07 0.075
C 2.21819 -4.41503 -1.32821 -0.01 -0.04 -0.03 -0.231
O 1.60246 -5.58677 -1.26163 0.01 0.02 -0.01 0.118
C 1.96075 -3.51778 -0.13739 0.06 0.10 0.03 -0.300
O 1.21924 -3.96038 0.72876 0.01 -0.07 -0.14 0.075
C 2.59271 -2.22543 -0.09010 -0.07 0.00 0.09 0.073
C 3.38141 -1.84066 -1.10997 0.03 0.04 0.04 -0.223
O 3.99216 -0.67556 -1.14869 0.05 -0.23 0.19 0.116
H 3.18988 -4.67457 -3.20280 -0.01 -0.01 0.01 0.137
H 1.10435 -5.58242 -0.42091 0.00 0.03 0.02 0.116
H 2.41286 -1.59614 0.77034 0.01 0.02 -0.02 0.134
H 4.48078 -0.60978 -1.99460 -0.19 0.05 -0.06 0.089
O 4.01491 0.69005 -3.46374 0.14 0.10 -0.23 0.079
C 3.73002 1.78144 -3.93510 0.01 0.08 0.07 -0.273
C 4.08919 3.04269 -3.33431 -0.02 -0.07 0.15 0.077
C 3.71840 4.16922 -3.95509 -0.02 0.03 -0.11 -0.197
O 4.00192 5.38896 -3.51379 -0.12 -0.24 -0.09 0.088
C 2.92905 4.16764 -5.24712 -0.04 -0.08 -0.11 -0.301
O 2.63818 5.25645 -5.70580 0.05 0.02 0.05 0.119
C 2.58217 2.89717 -5.84907 -0.04 0.06 -0.05 0.080
C 2.96145 1.76631 -5.23702 -0.02 -0.02 -0.03 -0.223
O 2.71053 0.55302 -5.70385 -0.01 0.03 0.02 0.128
H 4.65540 3.03108 -2.41386 0.00 0.05 -0.02 0.119
H 3.62752 6.01955 -4.16347 0.00 0.07 0.05 0.136
H 2.03334 2.90304 -6.77989 0.00 -0.02 0.01 0.138
H 3.10611 -0.08058 -5.07317 0.03 0.00 0.02 0.119
O 8.69621 6.92979 1.71241 0.00 0.06 -0.01 0.099
C 7.88862 7.02843 0.80437 -0.04 -0.08 0.00 -0.318
C 7.01880 5.96716 0.35568 0.06 -0.07 0.07 0.069
C 6.17657 6.18630 -0.66877 0.06 -0.02 0.01 -0.227
O 5.36310 5.25406 -1.12318 -0.07 -0.14 0.15 0.107
C 6.11250 7.52675 -1.37592 0.03 0.13 0.00 -0.306
O 5.33216 7.64123 -2.30130 -0.03 -0.06 0.03 0.109
C 6.97610 8.59617 -0.91184 -0.03 0.03 -0.06 0.071
C 7.81071 8.37067 0.11135 0.02 0.05 0.00 -0.238
O 8.63721 9.27909 0.60956 -0.02 -0.02 -0.02 0.114
H 7.07217 5.01412 0.86317 -0.02 -0.01 -0.02 0.136
H 4.85406 5.57229 -1.89544 0.12 0.30 -0.06 0.080
H 6.91414 9.55137 -1.41369 0.01 0.00 0.01 0.135
H 9.11729 8.83287 1.33590 0.00 -0.03 0.01 0.119
O -6.57479 -2.87345 3.99368 -0.10 -0.05 -0.02 0.101
C -7.25794 -2.13546 3.31085 0.07 0.13 0.02 -0.292
C -8.56868 -2.46805 2.79910 -0.02 -0.06 0.03 0.072
C -9.21983 -1.56423 2.05319 -0.01 -0.03 -0.01 -0.232
O -10.41964 -1.76376 1.53187 0.00 -0.03 0.00 0.118
C -8.62773 -0.20777 1.72941 0.21 0.07 0.10 -0.306
O -9.31726 0.52395 1.03589 -0.08 0.02 -0.05 0.073
C -7.32537 0.12939 2.24350 -0.29 0.06 -0.19 0.067
C -6.66386 -0.77264 2.99093 0.40 0.25 0.09 -0.219
O -5.46224 -0.55235 3.48840 -1.67 0.43 -0.79 0.082
H -8.98269 -3.43741 3.03772 -0.01 0.00 -0.02 0.134
H -10.63961 -0.95544 1.02527 0.04 0.03 -0.01 0.117
H -6.91719 1.10216 2.00879 0.03 -0.01 0.02 0.133
H -5.15738 -1.35402 3.96890 0.39 -0.02 0.18 0.038
O 7.03266 2.83348 -2.59111 0.02 -0.10 0.00 0.093
C 8.13951 2.66944 -3.07534 0.06 0.08 0.03 -0.295
C 9.24391 3.58662 -2.91650 -0.07 0.05 0.04 0.076
C 10.41049 3.30347 -3.51493 0.03 0.05 0.02 -0.230
O 11.48516 4.06985 -3.43725 -0.04 -0.01 0.00 0.122
C 10.60803 2.05653 -4.35392 -0.06 -0.10 -0.04 -0.310
O 11.70488 1.91245 -4.86179 0.02 0.05 0.04 0.108
C 9.50561 1.13003 -4.49615 0.07 -0.04 -0.05 0.075
C 8.34106 1.41119 -3.89480 -0.03 -0.04 0.00 -0.225
O 7.27255 0.63031 -3.96226 0.04 0.04 -0.01 0.117
H 9.09253 4.47389 -2.31754 0.02 0.00 0.00 0.132
H 12.17559 3.62317 -3.96766 0.00 -0.03 -0.02 0.122
H 9.65873 0.23683 -5.08491 -0.02 0.00 0.00 0.137
H 6.57089 1.06444 -3.43759 0.00 0.01 0.01 0.096
O -11.62704 0.28447 -1.95078 -0.05 0.01 -0.05 0.099
C -11.35623 1.45147 -2.18206 0.08 0.03 0.08 -0.305
C -10.29037 2.18966 -1.54528 0.06 -0.13 0.01 0.075
C -10.11033 3.47633 -1.87555 0.00 0.00 0.00 -0.227
O -9.16748 4.24899 -1.35554 -0.01 -0.02 -0.01 0.118
C -10.98282 4.18273 -2.89210 -0.10 -0.03 -0.06 -0.313
O -10.73580 5.35695 -3.10319 0.06 0.00 0.03 0.101
C -12.03740 3.43608 -3.54462 -0.01 0.09 -0.04 0.070
C -12.21720 2.14958 -3.21489 -0.05 -0.02 -0.03 -0.234
O -13.14987 1.37246 -3.74543 0.02 0.03 0.00 0.114
H -9.67868 1.67165 -0.82059 0.00 0.08 0.05 0.105
H -9.27832 5.12566 -1.77447 -0.03 0.01 -0.02 0.118
H -12.64779 3.94328 -4.27814 -0.01 -0.02 0.00 0.134
H -13.04619 0.50013 -3.31455 0.03 -0.01 0.03 0.118
```
Forces are in eV/Å.

***

[2]
Entry from the Open Molecules 2025 dataset: the molecule C4H3F3IN3 (ωB97M-V with the def2-TZVPD basis set).

The spin multiplicity is 1. As for the HOMO energy (alpha / beta): -9.00 / -9.00 eV. For the frontier orbital gap (alpha / beta), the calculation gives 0.2552 / 0.2541 Ha.

The geometry in XYZ format:
```
14
Properties=species:S:1:pos:R:3:forces:R:3:lowdin_charge:R:1
C -1.24057 0.35422 1.74418 -0.85 0.62 0.68 -0.447
C -0.10558 3.13722 -0.21305 0.33 -0.55 0.84 0.045
C -0.35574 -0.03142 0.68816 0.30 0.94 -1.38 -0.635
C -0.60814 4.21762 -1.12661 -0.27 -0.04 -0.47 -0.652
N 0.15168 0.76091 -0.21583 1.35 -1.59 0.56 0.074
N -0.29260 1.94737 -0.68022 -1.37 1.47 -1.16 -0.100
N 0.18199 -1.27247 0.74903 -0.28 -0.33 0.27 0.126
F -0.98900 3.81170 -2.38224 0.05 -0.09 0.01 0.074
F -1.69481 4.80098 -0.59642 -0.06 -0.12 0.18 0.112
F 0.30297 5.17807 -1.32012 0.11 -0.25 0.09 0.126
I -2.98855 1.28967 1.25922 0.51 -0.41 -0.02 0.904
H -0.68208 1.79711 -1.63038 0.15 0.20 0.44 0.165
H 0.02225 -1.82503 1.57349 0.11 0.08 0.04 0.098
H 1.00079 -1.46161 0.19384 -0.08 0.07 -0.07 0.109
```
Forces are in eV/Å.

***

[3]
Entry from the Open Molecules 2025 dataset: a cluster of 6 separate species, C9H20F3N5O13S in total (ωB97M-V with the def2-TZVPD basis set).

The spin multiplicity is 1. As for the HOMO energy: -9.24 eV. For the frontier orbital gap, the calculation gives 0.3237 Ha.

The geometry in XYZ format:
```
51
Properties=species:S:1:pos:R:3:forces:R:3:lowdin_charge:R:1
O 4.86620 -1.79682 -0.38617 0.18 0.00 0.09 -0.391
S 3.58963 -2.42386 -0.58310 0.05 0.35 -0.18 0.894
O 3.49288 -3.56057 0.59973 -0.14 0.01 -0.08 -0.268
O 2.48204 -1.36689 -0.04476 0.09 -0.50 0.13 -0.346
C 1.87576 -1.48154 1.25471 -0.51 0.14 0.06 -0.220
C 0.67203 -2.42848 1.24634 -0.66 1.28 0.52 -0.098
C -0.28734 -1.99658 0.16209 -0.22 -0.35 0.28 -0.189
F -0.10652 -0.77295 -0.39213 0.76 -0.38 -0.84 0.058
C -1.26966 -2.75673 -0.32437 -0.05 -0.12 -0.06 -0.303
F -1.52585 -2.99751 -1.59900 -0.78 0.96 0.01 0.148
F -2.09163 -3.44641 0.45639 0.76 -0.94 -0.12 0.141
H 3.12725 -4.35338 0.18274 0.02 -0.07 0.09 0.067
H 1.49457 -0.49094 1.49368 0.17 0.16 -0.20 0.131
H 2.59438 -1.72337 2.02510 0.13 -0.29 -0.13 0.096
H 0.18501 -2.29171 2.21039 0.14 -0.20 0.17 0.101
H 0.94889 -3.47289 1.15044 -0.02 -0.03 -0.14 0.117
C -2.18719 1.57496 -0.38677 0.04 -0.10 -0.10 0.051
N -2.66189 2.72398 -1.20494 0.01 -0.04 0.03 -0.435
O -2.38029 2.73864 -2.38579 0.01 -0.03 0.05 0.068
O -3.30626 3.57985 -0.63329 0.01 0.01 -0.01 0.062
H -1.63326 0.90171 -1.02694 0.00 0.04 -0.04 0.079
H -1.55976 1.97780 0.40235 -0.06 0.02 0.04 0.105
H -3.06674 1.09398 0.03089 0.00 0.06 0.06 0.105
C -3.21148 5.54188 -3.22316 0.04 -0.01 -0.17 0.028
N -3.67493 6.67815 -4.06803 0.03 0.03 0.02 -0.441
O -3.38496 6.66575 -5.25045 -0.02 -0.01 0.03 0.043
O -4.31663 7.54833 -3.52241 0.00 0.00 -0.01 0.073
H -2.65835 4.85248 -3.84595 -0.01 0.02 -0.03 0.083
H -2.58838 5.95669 -2.43724 -0.07 0.01 0.06 0.103
H -4.09063 5.07135 -2.79745 0.00 0.05 0.07 0.092
C 1.82821 -3.09692 6.15629 -0.06 -0.09 0.22 0.062
N 1.05483 -2.80409 4.92192 0.08 0.00 0.00 -0.420
O -0.13432 -3.02551 4.91595 0.00 0.02 -0.01 0.094
O 1.68435 -2.35503 3.98066 0.04 -0.03 0.39 0.046
H 1.15330 -3.48993 6.90686 -0.05 -0.01 -0.05 0.102
H 2.58569 -3.82812 5.89229 0.01 0.01 -0.04 0.074
H 2.28171 -2.16660 6.48504 0.05 0.01 -0.08 0.106
C 5.97430 -4.57668 5.81625 0.09 0.04 0.10 0.051
N 4.81998 -5.27012 6.45484 0.12 -0.02 -0.03 -0.461
O 4.71315 -5.20356 7.65988 -0.06 0.03 0.00 0.072
O 4.05486 -5.85548 5.71365 -0.04 0.07 0.01 0.049
H 6.55843 -4.10415 6.59642 -0.02 -0.01 0.02 0.095
H 6.55023 -5.32908 5.28656 -0.05 0.01 -0.07 0.102
H 5.56995 -3.84636 5.12120 -0.01 -0.06 -0.06 0.100
C -4.00187 5.57390 -8.02516 0.13 0.03 -0.02 0.031
N -3.99261 4.40265 -8.94478 -0.01 0.01 -0.01 -0.455
O -2.91919 3.92428 -9.24627 -0.01 0.00 0.00 0.064
O -5.07081 4.00157 -9.33248 0.00 0.00 0.00 0.056
H -2.98022 5.81516 -7.76306 0.01 -0.04 0.00 0.086
H -4.48206 6.39317 -8.55124 -0.07 -0.03 0.02 0.103
H -4.57484 5.29595 -7.14771 -0.06 0.02 -0.03 0.089
```
Forces are in eV/Å.

***

[4]
Entry from the Open Molecules 2025 dataset: the molecule C5H9N (ωB97M-V with the def2-TZVPD basis set).

For the relative energy (zero: lowest compared OMol25 entry of this formula, charge and spin), the calculation gives 3.542 eV. The spin multiplicity is 1. As for the HOMO energy: -6.65 eV. For the frontier orbital gap, the calculation gives 0.2837 Ha.

The geometry in XYZ format:
```
15
Properties=species:S:1:pos:R:3:forces:R:3:lowdin_charge:R:1
C 0.15751 -0.77544 -1.55916 -0.06 -0.20 -0.09 -0.089
C -0.00195 0.71320 -1.50800 0.05 0.13 -0.13 -0.122
C 0.66678 -0.00675 -0.37114 0.08 0.09 -0.03 -0.253
N -0.01993 -0.01859 0.92058 -0.22 0.03 0.18 -0.270
C 0.34516 -0.87160 1.87295 0.01 -0.05 -0.01 -0.019
C -0.97073 0.90415 1.09150 -0.15 -0.01 0.07 -0.028
H -0.74528 -1.37157 -1.45517 0.16 0.13 0.06 0.111
H 0.90979 -1.18518 -2.22744 -0.11 -0.04 0.22 0.100
H 0.59603 1.37583 -2.12306 0.03 -0.22 -0.02 0.104
H -1.02290 1.05019 -1.34604 0.36 -0.05 0.02 0.092
H 1.74465 0.02762 -0.24835 -0.18 0.18 -0.08 0.148
H 0.84482 -1.79295 1.63443 0.09 0.00 -0.22 0.053
H 0.04666 -0.62797 2.88214 -0.04 -0.15 -0.12 0.057
H -0.85659 1.83047 0.55947 -0.26 0.02 0.01 0.055
H -1.69401 0.74859 1.87730 0.23 0.15 0.13 0.061
```
Forces are in eV/Å.

***

For each record above, in turn, the calculated max |F| values are 1.9, 2.3, 1.5, 0.4 eV/A.
For each record above, in turn, the calculated total energy values are -116086.9183, -24913.8556, -62695.8598, -6817.4527 eV.